48
Properties=species:S:1:pos:R:3:forces:R:3 method="wB97M-V/def2-TZVPD" energy_ev=-31253.6284 charge=0 gap_ha=0.122
C 2.32073 -0.24738 3.17072 0.45 -0.31 0.05
C 1.10165 0.65505 3.03491 -1.03 1.31 -0.19
N -0.08481 0.00393 3.08729 0.51 -1.23 0.08
C -1.26436 0.66732 3.04603 0.21 1.38 -0.18
C -2.49194 -0.22898 3.12526 -0.27 -0.26 0.00
O -1.43434 1.89049 2.95241 -0.33 -0.80 0.08
O 1.28040 1.87219 2.88647 0.64 -0.79 0.04
H 2.06353 -1.30445 3.29343 -0.15 0.15 0.03
H 2.95834 -0.13985 2.28450 -0.03 0.08 0.05
H 2.92128 0.06732 4.03280 -0.11 0.02 -0.15
H -2.23960 -1.29085 3.15741 0.07 0.11 0.01
H -3.07966 0.02001 4.01538 0.13 0.04 -0.09
H -3.13761 -0.04223 2.26137 0.08 0.06 0.06
C 3.90151 -5.34109 4.37528 -0.10 -0.16 -0.14
O 3.36095 -6.19257 3.33867 -0.44 0.79 -0.50
C 2.67764 -5.58837 2.33309 0.11 0.27 0.11
C 2.49383 -4.18423 2.25685 0.26 -0.58 0.12
C 1.82429 -3.64174 1.17602 0.25 -0.03 -0.28
C 1.30094 -4.46242 0.14380 0.12 -0.21 0.67
C 0.71068 -3.90316 -1.03163 0.96 0.37 -0.16
C 1.18955 -2.76074 -1.65835 -0.58 -0.03 0.17
C 0.58699 -2.06853 -2.79620 0.54 0.26 -0.32
C -0.59261 -2.25271 -3.49448 -0.21 0.29 -0.42
C -0.85765 -1.42450 -4.59987 0.22 -0.15 0.33
C 0.05838 -0.43498 -5.00216 0.33 -0.17 0.43
C 1.26770 -0.25289 -4.30744 -0.32 -0.09 -0.04
C 1.49449 -1.06965 -3.20824 -0.49 -0.39 -0.06
N 2.60708 -1.12962 -2.35222 -0.20 -1.39 1.51
C 3.80896 -0.32571 -2.44022 0.55 0.31 0.12
C 2.42498 -2.10080 -1.42270 0.02 0.97 -1.16
C 1.42952 -5.87345 0.28764 -0.27 0.34 -0.15
C 2.13297 -6.42886 1.32859 0.17 0.21 0.40
H 4.39007 -6.03823 5.05379 -0.02 0.20 -0.01
H 4.63323 -4.62744 3.96664 -0.20 -0.29 0.08
H 3.10490 -4.79082 4.89956 0.21 -0.25 -0.19
H 2.90768 -3.53823 3.03526 -0.35 -0.16 -0.38
H 1.71064 -2.55873 1.12921 -0.21 -0.22 0.11
H -0.07525 -4.45443 -1.54527 0.04 0.02 0.12
H -1.27555 -3.03179 -3.16134 -0.08 0.25 -0.27
H -1.78636 -1.54658 -5.15976 0.30 0.02 0.21
H -0.17668 0.19671 -5.86014 0.12 -0.20 0.28
H 2.01311 0.48771 -4.59046 -0.36 -0.06 -0.12
H 3.70260 0.36788 -3.27559 0.13 -0.09 0.23
H 3.96913 0.23344 -1.50798 -0.22 -0.06 -0.32
H 4.69337 -0.96027 -2.59632 -0.36 0.13 -0.11
H 3.19294 -2.32304 -0.69040 -0.11 0.05 -0.18
H 0.98923 -6.50630 -0.48195 0.14 0.02 0.19
H 2.28305 -7.50320 1.41390 -0.08 0.24 -0.02

52
Properties=species:S:1:pos:R:3:forces:R:3 method="wB97M-V/def2-TZVPD" energy_ev=-46442.9915 charge=+3 gap_ha="0.227 / 0.226"
W 0.37779 -0.50301 0.03564 0.09 -0.13 0.37
O -0.15187 -3.88189 2.79449 0.00 0.02 -0.06
C 0.23393 -2.94997 1.97867 0.03 0.04 0.02
O -0.27013 -2.67097 0.90015 -0.04 0.02 -0.01
C 1.46453 -2.20891 2.41047 -0.05 -0.02 -0.02
C 2.27555 -2.52803 3.48506 -0.01 0.00 0.01
C 3.48662 -1.85699 3.61470 -0.01 0.00 -0.01
C 3.88388 -0.95125 2.63033 0.00 0.01 0.00
C 3.01279 -0.69974 1.59113 0.00 0.03 -0.05
N 1.80110 -1.26767 1.52472 0.10 0.00 0.03
C 3.28001 0.01184 0.29702 -0.05 -0.01 0.01
O 4.36220 0.64522 0.02151 -0.01 -0.01 0.01
O 2.40325 -0.09855 -0.57299 -0.05 0.02 -0.07
H -0.90377 -4.39290 2.44099 0.00 -0.02 0.03
H 1.97650 -3.29915 4.18258 0.01 0.00 0.00
H 4.14473 -2.07745 4.44559 0.00 0.00 0.00
H 4.86197 -0.48996 2.68267 0.00 -0.01 0.01
H 5.02697 0.68564 0.72873 0.00 0.01 0.00
C -0.06618 -2.21067 -3.88870 0.00 -0.01 0.02
C -0.01162 -1.09245 -4.71681 0.00 0.00 -0.02
C 0.07156 0.17786 -4.16624 0.01 0.02 0.02
C 0.12146 0.32516 -2.79298 0.00 0.00 0.01
N 0.08280 -0.77984 -1.98726 -0.04 -0.02 -0.05
C -0.03153 -2.01682 -2.53086 0.00 0.02 -0.04
C 0.18531 1.58872 -2.04702 0.04 -0.03 -0.05
C 0.22682 2.83898 -2.64801 -0.03 0.02 0.04
C 0.28980 3.97585 -1.84896 0.00 -0.01 -0.04
C 0.32022 3.86649 -0.46403 0.00 0.00 0.05
C 0.27792 2.61130 0.13488 0.00 0.03 -0.07
C 0.21600 1.45638 -0.64389 -0.01 -0.02 0.10
H -0.14435 -3.20998 -4.29143 0.00 0.00 0.00
H -0.04524 -1.21231 -5.79213 0.00 0.00 0.00
H 0.09759 1.04839 -4.80525 0.00 0.00 0.00
H -0.08916 -2.84175 -1.83217 0.00 0.00 0.00
H 0.21322 2.94992 -3.72418 -0.01 0.00 0.00
H 0.32125 4.95240 -2.31333 0.00 0.00 0.01
H 0.38047 4.75917 0.14477 0.00 0.00 -0.01
H 0.31291 2.54037 1.21817 0.00 0.00 0.00
C -2.70659 1.74332 2.18448 -0.01 0.05 -0.04
P -2.73057 0.45087 0.96694 0.03 -0.03 0.16
C -3.13829 1.11466 -0.63142 0.07 0.00 -0.03
C -3.88807 -0.82297 1.40912 0.01 0.01 0.00
O -1.29452 -0.24434 0.95254 -0.05 0.05 -0.36
H -3.70954 2.16533 2.28045 -0.01 -0.01 -0.01
H -2.02624 2.53090 1.85959 -0.01 0.01 0.03
H -2.39579 1.35351 3.15361 0.00 -0.02 0.00
H -4.15703 1.50752 -0.59271 0.00 0.00 0.02
H -3.09733 0.33176 -1.39028 0.00 0.00 0.00
H -2.45154 1.92193 -0.88546 -0.02 0.01 -0.03
H -4.89626 -0.40416 1.43339 0.00 0.01 -0.01
H -3.64950 -1.21971 2.39594 0.00 0.00 0.00
H -3.85407 -1.62208 0.66779 -0.02 -0.01 0.01

51
Properties=species:S:1:pos:R:3:forces:R:3 method="wB97M-V/def2-TZVPD" smiles="C=CCN(c1ccccc1)S(=O)(=O)c1cccc(C(=O)OCC(=O)NC2CC2)c1" energy_ev=-46185.7573 charge=0 gap_ha=0.319
C -0.25702 -2.41727 -1.02164 -0.04 0.02 0.04
C 0.51475 -1.34577 -1.00435 -0.01 0.03 -0.02
C 1.72422 -1.16890 -1.88028 -0.39 -0.24 -0.51
N 2.70117 -0.21623 -1.39808 -0.24 0.91 -0.68
C 3.51193 -0.54030 -0.30046 0.63 -0.02 0.61
C 3.15550 -1.54781 0.59470 -0.17 0.04 -0.20
C 3.98262 -1.86436 1.65797 0.09 -0.02 0.05
C 5.17065 -1.18404 1.85366 0.01 -0.03 0.08
C 5.53239 -0.18671 0.96294 -0.02 0.00 0.04
C 4.72023 0.12977 -0.10954 0.12 -0.01 0.01
S 2.38846 1.39016 -1.77978 -0.12 0.04 0.26
O 3.60882 2.13108 -1.83813 0.02 -0.08 0.30
O 1.54111 1.38517 -2.93368 -0.22 -0.15 0.18
C 1.44031 1.95930 -0.36428 0.33 -0.15 -0.56
C 2.08611 2.26161 0.82045 0.10 0.07 0.08
C 1.33327 2.62593 1.92740 0.02 -0.04 -0.06
C -0.04659 2.67670 1.83864 -0.16 -0.03 -0.13
C -0.68876 2.37255 0.63885 0.32 -0.03 -0.04
C -2.17411 2.42584 0.59330 -0.12 0.13 0.40
O -2.86714 2.78025 1.51148 0.12 -0.07 -0.14
O -2.64857 2.01403 -0.59388 0.22 -0.09 -0.31
C -4.05810 1.99084 -0.76685 -0.75 0.15 0.12
C -4.66507 0.58212 -0.67613 0.49 0.44 0.00
O -5.86239 0.42456 -0.69823 -0.36 0.14 -0.09
N -3.75336 -0.40490 -0.57219 0.42 -0.29 0.18
C -4.08655 -1.79122 -0.47268 -0.12 -0.09 -0.14
C -3.66754 -2.53408 0.76436 0.09 -0.15 0.07
C -5.11242 -2.21982 0.53009 0.02 0.07 -0.02
C 0.06657 2.01452 -0.47466 -0.24 0.11 0.01
H -1.13257 -2.50206 -0.40186 -0.19 0.04 0.14
H -0.03952 -3.25720 -1.66063 0.09 -0.20 -0.16
H 0.28639 -0.50957 -0.35633 -0.11 -0.01 0.13
H 2.22274 -2.12830 -2.04914 0.02 0.11 0.01
H 1.40010 -0.77717 -2.84928 0.04 -0.31 0.10
H 2.23163 -2.08891 0.46545 -0.04 -0.04 0.01
H 3.68844 -2.64950 2.33884 -0.03 -0.06 0.05
H 5.81102 -1.43245 2.68613 0.06 -0.02 0.07
H 6.46319 0.34446 1.09516 0.08 0.05 -0.01
H 5.01111 0.89833 -0.80503 0.11 -0.03 -0.02
H 3.16270 2.21714 0.85928 0.12 0.04 0.10
H 1.82484 2.86753 2.85692 0.05 0.02 0.07
H -0.65214 2.95319 2.68865 -0.03 0.02 0.07
H -4.54062 2.61717 -0.00868 0.06 -0.18 -0.20
H -4.27190 2.39618 -1.75915 0.05 -0.08 0.13
H -2.77446 -0.16288 -0.63730 -0.18 0.03 0.01
H -4.04797 -2.31703 -1.42229 -0.06 -0.08 0.13
H -3.33490 -3.55584 0.66079 0.01 -0.07 -0.07
H -3.14930 -1.97721 1.53089 0.02 0.12 0.02
H -5.78243 -3.01820 0.25437 0.01 -0.08 -0.08
H -5.57294 -1.45098 1.12814 0.03 0.11 0.01
H -0.39388 1.79026 -1.42396 -0.11 -0.03 -0.04

51
Properties=species:S:1:pos:R:3:forces:R:3 method="wB97M-V/def2-TZVPD" smiles="CCOC(=O)c1ccc(NC(=O)CS(=O)(=O)c2cn(CC)c3ccccc23)cc1" energy_ev=-46188.1147 charge=0 gap_ha=0.325
C -7.72677 -0.15437 0.19093 0.38 0.05 -0.17
C -6.75300 0.37357 -0.85299 -0.50 0.32 0.08
O -5.44989 -0.17961 -0.67619 0.23 -0.24 -0.04
C -4.65981 0.40928 0.23346 -0.07 0.25 0.09
O -4.98023 1.38820 0.86499 -0.03 -0.10 -0.04
C -3.34909 -0.26640 0.36218 0.20 -0.09 0.05
C -2.96326 -1.30410 -0.48546 -0.06 0.16 0.11
C -1.72596 -1.89091 -0.33630 0.14 -0.01 0.05
C -0.85198 -1.46352 0.66734 -0.25 0.14 0.08
N 0.39701 -2.07811 0.72857 -0.28 -0.43 -0.06
C 1.49151 -1.67419 1.43677 -0.22 -0.08 0.30
O 1.48901 -0.84779 2.32039 0.09 -0.01 0.08
C 2.75000 -2.34541 0.94367 0.21 0.54 -0.77
S 2.90500 -1.83976 -0.82212 0.01 0.10 0.09
O 1.91491 -2.61135 -1.54217 -0.20 0.06 -0.08
O 4.27490 -1.96584 -1.22430 0.12 0.24 0.25
C 2.38314 -0.16379 -0.77181 0.21 -0.79 -0.14
C 1.13968 0.29846 -1.11159 0.00 -0.18 -0.12
N 0.99467 1.58519 -0.71399 0.05 -0.49 -0.04
C -0.17653 2.39586 -0.92874 -0.30 0.39 -0.35
C -0.04529 3.24415 -2.19195 -0.04 -0.11 0.23
C 2.15714 1.98886 -0.10465 0.75 -0.22 0.25
C 2.50556 3.20494 0.47233 -0.11 0.07 -0.02
C 3.76153 3.30990 1.02956 -0.06 0.08 0.00
C 4.66216 2.24065 1.01518 0.13 -0.08 0.06
C 4.32949 1.03188 0.44736 -0.06 0.10 0.02
C 3.06282 0.90085 -0.11654 0.00 0.45 0.07
C -1.24236 -0.43772 1.52712 0.18 0.05 0.12
C -2.47718 0.15551 1.36407 -0.28 -0.07 -0.26
H -7.75570 -1.24108 0.16303 -0.06 -0.09 0.00
H -8.72137 0.23384 -0.00866 -0.13 0.03 -0.01
H -7.41557 0.16568 1.18227 -0.03 0.02 0.07
H -6.68720 1.46494 -0.79013 -0.02 -0.19 -0.10
H -7.05402 0.07491 -1.85949 0.07 0.07 0.11
H -3.63514 -1.63544 -1.26122 -0.03 -0.05 -0.06
H -1.41409 -2.68211 -1.00304 0.01 -0.10 -0.08
H 0.59478 -2.69550 -0.05674 -0.04 0.12 0.22
H 2.69283 -3.43017 0.95484 0.02 -0.11 -0.12
H 3.61931 -1.99226 1.48917 -0.02 0.07 0.02
H 0.35312 -0.22223 -1.62268 -0.22 -0.09 -0.03
H -1.04208 1.73256 -1.00589 0.08 0.03 0.13
H -0.31612 3.03846 -0.05581 -0.04 -0.15 -0.01
H -0.93542 3.85255 -2.32424 -0.08 0.09 -0.05
H 0.82002 3.89854 -2.12075 0.07 0.08 -0.03
H 0.07578 2.60670 -3.06443 0.01 -0.04 -0.09
H 1.82132 4.03937 0.48634 -0.07 0.10 0.00
H 4.06112 4.24096 1.48667 0.01 0.08 0.03
H 5.63659 2.37318 1.46032 0.09 0.00 0.03
H 5.02318 0.20619 0.41808 0.12 -0.06 0.01
H -0.57289 -0.10849 2.30355 0.01 0.00 0.02
H -2.79040 0.95833 2.01403 -0.01 0.06 0.07

51
Properties=species:S:1:pos:R:3:forces:R:3 method="wB97M-V/def2-TZVPD" energy_ev=-35827.5235 charge=+2 gap_ha=0.304
Y -1.83021 -0.51744 0.57146 0.16 0.05 0.01
O -4.41746 0.09298 4.19493 0.00 0.00 0.01
C -3.52645 0.11434 3.24756 0.01 -0.02 -0.01
O -3.49071 -0.69694 2.31837 -0.02 0.03 0.01
C -2.50555 1.19321 3.34279 -0.01 0.01 0.00
C -2.40459 2.14724 4.33283 0.01 -0.01 -0.01
C -1.34509 3.05356 4.24374 -0.01 0.00 0.00
C -0.43991 2.96314 3.19925 0.01 0.00 0.00
C -0.61657 1.95619 2.25701 -0.02 -0.01 0.02
N -1.63563 1.11343 2.33331 0.01 0.01 -0.02
C 0.30309 1.70390 1.06775 -0.01 0.01 0.03
O 1.15025 2.50136 0.76486 0.00 0.00 -0.02
O 0.01974 0.58103 0.45251 -0.06 -0.08 -0.02
H -5.04306 -0.64257 4.07465 0.00 0.00 0.00
H -3.11708 2.18431 5.14449 0.00 0.00 0.00
H -1.23096 3.82006 4.99826 0.00 0.00 0.00
H 0.39701 3.64040 3.09845 0.00 0.00 0.00
C 0.25137 -5.24457 0.69708 -0.01 0.01 0.00
C 1.06483 -4.12222 0.75916 -0.02 -0.02 0.01
C 0.47746 -2.87400 0.72625 -0.04 0.04 -0.02
N -0.85499 -2.70547 0.63504 0.01 -0.02 0.01
C -1.63450 -3.79927 0.57541 0.03 -0.02 -0.01
C -1.12380 -5.08004 0.60325 0.01 0.00 0.00
H 0.68216 -6.23655 0.72086 0.00 0.00 0.00
H 2.13917 -4.20825 0.83346 0.00 0.00 0.00
H 1.07694 -1.97183 0.76917 -0.01 0.01 0.00
H -2.70500 -3.63710 0.50149 0.00 0.00 0.00
H -1.79062 -5.92854 0.55248 0.00 0.00 0.00
C -0.21830 2.28756 -2.37865 0.00 0.00 -0.01
N -0.43937 1.56862 -3.66834 0.00 -0.01 0.01
C -1.11967 2.44583 -4.66409 0.00 0.01 0.00
C -1.12786 0.22123 -3.48437 0.00 0.00 -0.01
C -2.50536 0.30770 -2.88159 0.01 0.02 0.02
C -3.58895 0.55018 -3.71719 -0.05 0.00 0.02
C -4.88274 0.64674 -3.20785 0.05 0.00 -0.02
C -5.09517 0.48440 -1.85321 0.03 0.00 0.00
C -4.00002 0.20488 -1.03444 0.03 -0.01 -0.03
C -2.68524 0.10073 -1.50175 -0.09 0.00 0.04
H 0.35291 3.19031 -2.57866 0.00 0.00 0.00
H 0.32506 1.64165 -1.69500 0.00 0.00 0.01
H -1.19053 2.53986 -1.96375 0.00 0.00 0.01
H 0.48217 1.35018 -4.04792 0.00 0.00 0.00
H -2.09198 2.72705 -4.27108 0.00 0.00 0.01
H -1.23226 1.90564 -5.60074 0.00 0.00 0.00
H -0.50950 3.33233 -4.81586 0.00 0.00 0.00
H -0.46088 -0.35601 -2.84611 0.00 0.00 0.01
H -1.14819 -0.22841 -4.47716 0.00 0.00 0.00
H -3.44102 0.64867 -4.78715 -0.01 0.00 0.00
H -5.71351 0.83590 -3.87377 0.00 0.00 0.00
H -6.09325 0.55501 -1.44146 0.00 0.00 0.00
H -4.23876 0.05987 0.03134 0.01 -0.01 -0.01